This record from the OMol25 dataset describes a molecular structure, C9H11O6Pd in a non-equilibrium geometry. The level of theory is ωB97M-V/def2-TZVPD.

Values from the calculation:
- HOMO-LUMO gap (spin up / spin down): 9.1 / 5.1 eV
- E_HOMO (spin up / spin down): -21.81 / -22.68 eV
- <S²>: 6.013
- LUMO (spin up / spin down): -0.4679 / -0.6455 hartree
- Net charge: +3
- 2S+1: 5
- DFT total energy: -927.2799 Eh

Each line ends with the Mulliken spin population.
Geometry (Å):
O -0.38070 -3.47283 -1.98481  0.00
C 0.30788 -2.52775 -2.06751  0.02
Pd -1.10953 1.43462 -1.71239  1.74
C -0.75290 2.37507 -0.10174  0.11
O -0.62799 3.06729 0.81905  0.00
C -2.17088 2.75558 -3.22515  0.18
O -2.70364 3.24273 -4.09078  0.00
C -2.58314 -0.14259 -1.00785  0.12
O -3.10469 -0.59763 -0.10212  0.00
C 0.74271 1.27816 -2.83518  0.13
O 1.87770 1.41040 -2.73653  0.00
H -1.49717 0.01861 -2.81316  0.72
C 2.38791 -0.05869 0.77130  0.14
C 1.29312 -1.03376 0.34568  0.03
O -0.01970 -0.45302 0.40191  0.58
C -0.39636 -0.10883 1.75368  0.02
C -0.22733 -1.18682 2.79026  0.07
H 2.34782 0.85627 0.15308  0.00
H 3.40320 -0.49231 0.66588  -0.01
H 2.25628 0.23126 1.82988  0.01
H 1.47351 -1.33142 -0.69771  0.00
H 1.33762 -1.95813 0.95638  0.05
H 0.14078 0.80465 2.06654  0.07
H -1.43262 0.19138 1.64693  0.00
H 0.81888 -1.29989 3.01357  0.00
H -0.74740 -0.86809 3.69150  0.00
H -0.63336 -2.13425 2.46927  0.01